{
  "formula": "C5H15NO2",
  "method": "ωB97M-V with the def2-TZVPD basis set",
  "charge": 0,
  "e_above_lowest_ev": 6.261,
  "symbols": ["C", "C", "C", "C", "C", "N", "H", "H", "H", "H", "H", "H", "H", "H", "H", "H", "H", "H", "H", "O", "H", "H", "O"],
  "positions_angstrom": [[0.432, -0.834, -1.380], [-0.516, -1.603, -0.431], [-1.734, -0.843, -0.218], [-1.673, 0.525, 0.018], [-2.759, 1.294, 0.223], [0.135, -1.957, 0.864], [0.832, 0.067, -0.940], [1.220, -1.503, -1.717], [-0.082, -0.620, -2.338], [-0.771, -2.526, -0.975], [-2.680, -1.368, -0.271], [2.159, 2.772, -0.948], [-0.693, 0.999, 0.073], [-2.579, 2.349, 0.391], [-3.760, 0.938, 0.003], [-0.277, -1.402, 1.610], [1.125, -1.602, 0.772], [1.647, 0.603, 1.157], [0.646, 1.713, 1.920], [0.904, 1.462, 1.027], [2.816, 2.492, -0.757], [3.276, -0.447, 0.878], [2.332, -0.509, 1.037]],
  "nbo_charge": [-0.610, -0.176, 0.268, -0.376, -0.090, -0.777, 0.265, 0.239, 0.195, 0.189, 0.203, -0.003, 0.323, 0.221, 0.198, 0.352, 0.454, 0.506, 0.446, -1.100, 0.003, 0.454, -1.182]
}

{
  "formula": "C3H5N3",
  "method": "ωB97M-V with the def2-TZVPD basis set",
  "charge": 0,
  "e_above_lowest_ev": 3.447,
  "symbols": ["C", "N", "N", "C", "C", "N", "H", "H", "H", "H", "H"],
  "positions_angstrom": [[0.890, 1.629, -0.872], [0.474, 0.478, -0.428], [-0.248, -0.412, -1.053], [-0.900, -1.120, 0.020], [-0.036, -0.787, 1.205], [0.768, 0.166, 0.956], [1.544, 2.205, -0.238], [-1.901, -0.687, 0.215], [0.518, 1.940, -1.836], [-1.032, -2.189, -0.165], [-0.076, -1.225, 2.196]],
  "nbo_charge": [-0.245, 0.037, -0.381, -0.327, 0.105, -0.255, 0.211, 0.207, 0.211, 0.222, 0.215]
}